A molecular structure, CH6N2P. Source: the Open Molecules 2025 dataset; level of theory: ωB97M-V with the def2-TZVPD basis set.

ORCA input file:
```
! wB97M-V def2-TZVPD RIJCOSX def2/J DEFGRID3
* xyz 1 1
C 0.070 0.152 -0.255
N 0.324 1.421 -0.050
N -0.484 -0.806 1.343
P 0.579 -0.969 -1.466
H 0.300 1.752 0.887
H 0.804 1.915 -0.760
H 0.135 -1.594 1.495
H -0.218 -0.296 2.166
H -0.129 -2.183 -1.264
H -0.093 -0.411 -2.762
*
```

Properties
Kohn-Sham gap: 9.639 eV
Electronic energy: -492.17563 hartree
ΔE to the lowest compared entry with this formula, charge and spin: 323.6 kJ/mol
Lowest unoccupied orbital energy: -5.58 eV

A gas-phase ion, C8H12I2N3 (charge +1). Source: the Open Molecules 2025 dataset; level of theory: ωB97M-V with the def2-TZVPD basis set.

ORCA input file:
```
! wB97M-V def2-TZVPD RIJCOSX def2/J DEFGRID3
* xyz 1 1
C 3.389 -0.844 0.304
C 2.033 -0.168 0.394
I 2.320 1.846 1.094
C 1.142 -0.183 -0.862
I 1.807 -1.487 -2.433
N -0.245 -0.571 -0.458
N -0.376 -1.869 -0.241
C -1.522 -2.315 0.190
C -2.620 -1.479 0.436
C -2.459 -0.154 0.208
C -1.228 0.322 -0.255
C -1.106 1.800 -0.538
N -1.701 2.526 0.576
H 3.272 -1.924 0.231
H 3.980 -0.469 -0.529
H 3.947 -0.634 1.214
H 1.468 -0.660 1.183
H 1.079 0.755 -1.388
H -1.574 -3.382 0.353
H -3.553 -1.889 0.793
H -3.252 0.560 0.370
H -0.095 2.111 -0.773
H -1.709 1.983 -1.432
H -1.994 3.445 0.266
H -1.003 2.679 1.297
*
```

Properties
Kohn-Sham gap: 8.154 eV
Electronic energy: -1071.41787 hartree
SMILES: C[C@@H](I)[C@@H](I)[n+]1ncccc1CN
Lowest unoccupied orbital energy: -4.74 eV

C3H3ClOS in the gas phase. Source: the Open Molecules 2025 dataset; level of theory: ωB97M-V with the def2-TZVPD basis set.

ORCA input file:
```
! wB97M-V def2-TZVPD RIJCOSX def2/J DEFGRID3
* xyz 0 1
O 1.967 0.401 -0.066
C 1.228 -0.497 -0.263
Cl 1.839 -2.109 -0.756
C -0.288 -0.480 -0.037
C -0.815 0.885 0.287
S -1.959 0.125 -0.897
H -0.681 -1.221 0.647
H -1.211 1.160 1.252
H -0.081 1.735 -0.168
*
```

Properties
Kohn-Sham gap: 8.891 eV
Electronic energy: -1049.67878 hartree
SMILES: O=C(Cl)[C@H]1CS1
ΔE to the lowest compared entry with this formula, charge and spin: 93.6 kJ/mol
Lowest unoccupied orbital energy: -0.61 eV